Formula: C48H43F4N3O4ReSbTe
Source: OMol25
Level of theory: the ωB97M-V functional and the def2-TZVPD basis

The geometry in ORCA input format:
```
! wB97M-V def2-TZVPD RIJCOSX def2/J DEFGRID3
* xyz 3 4
Re 0.31609 -0.66001 -0.07877
C -3.06258 -2.23492 6.92482
C -3.73373 -1.40919 5.84145
N -2.76602 -0.92073 4.83554
C -2.58519 -1.65063 3.73260
C -1.74013 -1.30297 2.70885
C -1.62245 -2.19356 1.52484
O -1.67274 -3.39081 1.57771
O -1.37987 -1.51379 0.39700
C -0.94142 -0.13949 2.82048
O -0.08769 0.23025 1.95115
C -1.11818 0.63373 4.02534
C -0.37579 1.80571 4.22232
C -0.51472 2.53408 5.36055
F 0.25540 3.62640 5.49654
C -1.40420 2.16028 6.40309
C -2.14723 1.00325 6.19126
C -2.01994 0.23616 5.02510
N -1.54864 2.90002 7.57327
C -1.87052 2.25372 8.83551
C -3.02907 2.98938 9.50636
N -2.86240 4.47782 9.27281
C -1.42190 4.83957 9.06847
C -0.93101 4.21879 7.76110
H -3.80106 -2.54624 7.66215
H -2.28056 -1.67163 7.43503
H -2.61088 -3.13256 6.50354
H -4.26608 -0.54921 6.24376
H -4.47296 -1.99717 5.30163
H -3.17125 -2.55858 3.65865
H 0.32149 2.13175 3.46380
H -2.85364 0.69014 6.94297
H -0.99244 2.23916 9.48921
H -2.15326 1.21561 8.69543
H -3.04780 2.82012 10.58128
H -3.99178 2.71045 9.08373
H -3.25353 5.00188 10.05733
H -3.39398 4.75323 8.44547
H -0.88665 4.47664 9.94323
H -1.33300 5.92310 9.03723
H 0.15952 4.18271 7.80506
H -1.20826 4.86518 6.92881
C 3.30719 0.70771 0.77121
C 2.14162 0.20322 0.04079
O 1.89870 0.21943 -1.16315
H 3.87094 1.41864 0.16934
H 3.94152 -0.16051 0.98708
H 2.98970 1.13154 1.72270
Te 1.56143 -3.03031 0.69484
C 3.50306 -2.79568 -0.08983
C 3.71241 -2.43654 -1.41670
C 5.00988 -2.31235 -1.88934
C 6.08635 -2.54277 -1.04158
C 5.87131 -2.90605 0.28000
C 4.57589 -3.03869 0.76253
C 0.80304 -4.46369 -0.63634
C 0.67382 -5.75994 -0.15508
C 0.22420 -6.75102 -1.01590
C -0.09435 -6.44056 -2.32923
C 0.02683 -5.13753 -2.79402
C 0.47517 -4.13711 -1.94647
H 2.87961 -2.26529 -2.08784
H 5.18088 -2.04311 -2.92297
H 7.09624 -2.45080 -1.41753
H 6.71012 -3.10039 0.93451
H 4.41270 -3.33948 1.79017
H 0.91669 -6.00464 0.87105
H 0.12358 -7.76600 -0.65685
H -0.44219 -7.21795 -2.99564
H -0.23032 -4.90012 -3.81733
H 0.56036 -3.11931 -2.30927
F -0.48103 3.91060 -6.77506
C -0.65290 3.30856 -5.60360
C -0.95011 4.08200 -4.49369
C -1.13343 3.45002 -3.27571
C -1.01512 2.06573 -3.18451
C -0.70903 1.30985 -4.31457
C -0.52783 1.92989 -5.53830
Sb -1.41803 1.10972 -1.36800
C -1.45324 2.66746 0.06348
C -2.61524 2.98829 0.75567
C -2.59215 3.94200 1.76332
C -1.39422 4.56275 2.05612
F -1.36259 5.46094 3.05326
C -0.22547 4.29124 1.36552
C -0.26453 3.32889 0.36933
C -3.41140 0.48077 -1.51282
C -4.11457 0.05120 -0.38876
C -5.43673 -0.33750 -0.50185
C -6.03381 -0.30030 -1.75232
F -7.30462 -0.67611 -1.85964
C -5.35779 0.11631 -2.88470
C -4.03644 0.51166 -2.75655
H -1.03759 5.15453 -4.59768
H -1.37466 4.04639 -2.40395
H -0.61091 0.23167 -4.25519
H -0.29378 1.37080 -6.43342
H -3.55437 2.50618 0.50831
H -3.48720 4.21685 2.30475
H 0.67952 4.83340 1.60516
H 0.64433 3.11932 -0.18697
H -3.63647 0.01883 0.58298
H -6.01301 -0.66979 0.35041
H -5.86602 0.13192 -3.83873
H -3.50482 0.85496 -3.63605
*
```

- Energy: -3305.2388 hartree
- Kohn-Sham gap (alpha / beta): 7.67 / 6.44 eV
- Energy above the lowest of the compared OMol25 structures with the same formula, charge and spin: 29.1 kJ/mol
- LUMO level (alpha / beta): -7.1045 / -8.4250 eV

Löwdin population analysis, charges in e, atoms 1 to 6:
1. Re 1.22
2. C -0.04
3. C -0.16
4. N -0.01
5. C 0.06
6. C -0.04